(P)
The following is a quantum chemistry calculation of the molecule C7H6, from OMol25.

Calculated values
Spin multiplicity: 1
SMILES: C#C/C=C(/C)C#C
E_HOMO, eV: -8.7
LUMO energy, eV: 0.20

Cartesian coordinates (Å):
C 3.33 0.24 0.03
C 2.14 -0.01 -0.15
C 0.90 -0.66 -0.15
C -0.37 -0.19 -0.21
C -1.57 -1.11 0.06
C -0.84 1.18 -0.12
C -1.53 2.13 0.00
H 4.29 0.77 0.05
H 1.15 -1.71 -0.27
H -1.84 -1.93 -0.65
H -2.32 -0.39 0.13
H -1.56 -1.47 1.01
H -1.79 3.14 0.27

Löwdin atomic charge list, values in e, 4 entries: 0.118, -0.145, -0.107, -0.244



(Q)
The following is a quantum chemistry calculation of the molecule C7H6, from OMol25.

Calculated values
Spin multiplicity: 1
E_HOMO, eV: -9.7
LUMO energy, eV: -1.21

Cartesian coordinates (Å):
C 0.61 1.02 -0.67
C 1.08 1.79 0.36
C 1.15 -0.36 -0.95
C -1.84 -0.35 1.16
C -0.05 -1.20 -0.60
C 1.24 2.08 1.59
C -0.89 -0.85 0.37
H -0.32 1.16 -1.06
H 1.46 -0.36 -1.95
H 2.07 -0.42 -0.39
H -1.80 -0.18 2.27
H -2.90 -0.13 0.78
H 0.19 -2.20 -0.92

Löwdin atomic charge list, values in e, 4 entries: -0.075, -0.222, -0.176, 0.016



Most stable to least stable, the ends of the list are (P) and (Q).



(P)
The following is a quantum chemistry calculation of the molecule C7H6, from OMol25.

Calculated values
Spin multiplicity: 1
E_HOMO (spin up / spin down), eV: -8.0 / -8.0
LUMO energy (spin up / spin down), eV: -0.45 / -0.45

Cartesian coordinates (Å):
C 1.21 1.01 -0.20
C -0.14 0.91 -0.17
C 1.67 -0.35 0.03
C -2.18 0.25 0.02
C 0.33 -1.14 -0.04
C -1.20 0.74 -1.12
C -0.77 -0.32 0.17
H 1.84 1.84 -0.03
H 2.40 -0.85 -0.47
H 1.95 -0.39 1.02
H -2.56 1.06 0.67
H -2.87 -0.53 0.04
H 0.32 -2.23 0.08

Löwdin atomic charge list, values in e, 4 entries: 0.003, -0.296, -0.135, -0.071



(Q)
The following is a quantum chemistry calculation of a structure of composition C7H6, from OMol25.

Calculated values
Spin multiplicity: 1
E_HOMO, eV: -8.6
LUMO energy, eV: 0.33

Cartesian coordinates (Å):
C -1.51 0.00 2.15
C -2.70 -0.21 1.67
C -0.10 0.06 2.25
C -1.82 -0.10 0.46
C 0.10 0.10 0.91
C -2.09 -0.16 -0.84
C 1.23 0.05 0.06
H 0.69 0.24 2.97
H -1.43 0.06 -1.65
H -3.09 -0.18 -1.22
H 1.87 0.96 -0.24
H 0.80 -0.34 -0.90
H 2.10 -0.65 0.29

Löwdin atomic charge list, values in e, 4 entries: -0.089, 0.058, -0.023, -0.253



Most stable to least stable, the ends of the list are (Q) and (P).



(P)
The following is a quantum chemistry calculation of a cluster of 2 separate species, C2H7N2O2 in total, from OMol25.

Calculated values
Spin multiplicity: 1
E_HOMO, eV: -14.4
LUMO energy, eV: -5.29
Charge: +1

Cartesian coordinates (Å):
C -1.11 0.48 -0.23
C 3.08 0.64 0.27
N 0.08 -0.90 1.18
N -0.54 -0.74 0.19
O -0.77 -1.79 -0.59
O 1.94 0.95 0.38
H -1.89 0.29 -1.05
H -0.32 1.28 -0.44
H -1.78 0.79 0.57
H 3.79 1.28 -0.29
H 3.50 -0.31 0.44
H 0.27 -0.04 1.70
H -0.57 -2.68 -0.35

Löwdin atomic charge list, values in e, 4 entries: 0.047, -0.082, 0.298, -0.283



(Q)
The following is a quantum chemistry calculation of a cluster of 2 separate species, C2H7N2O2 in total, from OMol25.

Calculated values
Spin multiplicity: 1
E_HOMO (spin up / spin down), eV: -15.6 / -15.6
LUMO energy (spin up / spin down), eV: -6.32 / -6.32
Charge: +1

Cartesian coordinates (Å):
C -0.75 0.50 -0.41
C 0.06 -0.16 0.59
N 2.35 -0.71 0.03
N 1.28 -0.34 0.58
O 2.35 -1.69 -0.82
O 1.70 1.86 0.26
H -1.80 0.47 -0.09
H -0.23 1.40 -0.75
H -0.57 -0.08 -1.49
H 2.63 2.11 0.36
H -0.51 -0.54 1.45
H 3.25 -0.40 0.54
H 1.31 2.27 -0.65

Löwdin atomic charge list, values in e, 4 entries: 0.001, -0.086, -0.013, 0.104



Most stable to least stable, the ends of the list are (P) and (Q).



(P)
The following is a quantum chemistry calculation of the ion C2H7N2O2 with charge +1, from OMol25.

Calculated values
Spin multiplicity: 1
SMILES: CC/[N+](O)=N/O
E_HOMO, eV: -16.5
LUMO energy, eV: -5.55
Charge: +1

Cartesian coordinates (Å):
C -1.73 -0.03 0.45
C -0.76 0.10 -0.71
N 0.58 -0.04 -0.25
O 0.79 -1.23 0.39
N 1.49 0.80 -0.35
O 2.66 0.36 0.21
H -1.57 0.43 1.35
H -2.73 0.22 0.14
H -2.06 -1.07 0.72
H -0.85 1.28 -1.00
H -1.08 -0.62 -1.51
H 1.73 -1.14 0.65
H 3.51 0.93 -0.09

Löwdin atomic charge list, values in e, 4 entries: -0.070, -0.125, -0.162, 0.163



(Q)
The following is a quantum chemistry calculation of a cluster of 2 separate species, C2H7N2O2 in total, from OMol25.

Calculated values
Spin multiplicity: 1
E_HOMO (spin up / spin down), eV: -13.2 / -13.2
LUMO energy (spin up / spin down), eV: -4.45 / -4.45
Charge: +1

Cartesian coordinates (Å):
C -0.93 -0.54 0.72
C 0.77 0.56 -0.70
N -2.28 -0.28 2.62
N 0.68 -0.57 -1.59
O -1.13 -1.49 0.04
O -1.18 0.15 1.71
H 1.62 0.62 -0.05
H 0.28 1.47 -0.99
H -2.89 0.55 2.69
H -1.85 -0.42 3.53
H 0.40 -0.31 -2.54
H -0.07 -1.25 -1.21
H 1.56 -1.10 -1.63

Löwdin atomic charge list, values in e, 4 entries: -0.290, 0.020, 0.163, 0.088



Most stable to least stable, the ends of the list are (Q) and (P).



(P)
The following is a quantum chemistry calculation of the molecule C2HCl2NO, from OMol25.

Calculated values
Spin multiplicity: 1
SMILES: N#CC(O)(Cl)Cl
E_HOMO, eV: -11.7
LUMO energy, eV: 0.09

Cartesian coordinates (Å):
N -1.89 -0.03 1.66
C -0.98 0.09 0.97
C 0.06 0.05 -0.13
O 1.40 0.04 0.22
Cl -0.33 -1.39 -1.05
Cl -0.32 1.57 -1.13
H 2.07 -0.32 -0.54

Löwdin atomic charge list, values in e, 4 entries: 0.178, -0.289, -1.226, -0.127



(Q)
The following is a quantum chemistry calculation of the molecule C2HCl2NO, from OMol25.

Calculated values
Spin multiplicity: 1
SMILES: O=NC=C(Cl)Cl
E_HOMO (spin up / spin down), eV: -9.1 / -8.8
LUMO energy (spin up / spin down), eV: -0.70 / -1.17

Cartesian coordinates (Å):
O 1.06 2.05 0.49
N 0.95 1.02 -0.07
C 0.47 0.10 -0.73
C -0.94 -0.78 -0.04
Cl -0.27 -2.03 1.00
Cl -2.09 0.11 0.84
H 0.82 -0.47 -1.49

Löwdin atomic charge list, values in e, 4 entries: 0.091, -0.120, -0.103, -1.018



Most stable to least stable, the ends of the list are (P) and (Q).



(P)
The following is a quantum chemistry calculation of the molecule C10H19N3O4, from OMol25.

Calculated values
Spin multiplicity: 1
SMILES: CC(C)C[C@H](N)C(=O)N[C@@H](CC(N)=O)C(=O)O
E_HOMO, eV: -9.2
LUMO energy, eV: 0.51

Cartesian coordinates (Å):
C 0.42 3.19 -2.02
C -0.31 2.13 -2.88
C -1.77 2.50 -3.20
C -0.18 0.65 -2.33
C -0.11 0.60 -0.80
N 1.31 0.71 -0.30
C -0.87 -0.64 -0.19
O -1.88 -1.15 -0.63
N -0.21 -1.19 0.87
C -0.81 -1.84 1.96
C 0.12 -2.93 2.52
C 1.65 -2.56 2.46
N 2.55 -3.50 2.29
O 1.95 -1.42 2.68
C -1.37 -0.73 2.92
O -2.54 -0.64 3.06
O -0.48 -0.07 3.68
H -0.29 3.39 -1.15
H 0.44 4.17 -2.57
H 1.44 2.98 -1.83
H 0.17 2.27 -3.87
H -1.56 3.61 -3.53
H -2.20 1.87 -4.05
H -2.43 2.69 -2.30
H 0.67 0.00 -2.77
H -1.03 0.14 -2.61
H -0.83 1.53 -0.44
H 1.11 1.51 0.32
H 1.91 1.06 -1.09
H 0.59 -0.57 0.89
H -1.52 -2.61 1.59
H -0.21 -3.28 3.53
H 0.07 -3.80 1.86
H 3.55 -3.25 2.14
H 2.26 -4.49 2.38
H 0.42 -0.33 3.42

Löwdin atomic charge list, values in e, 4 entries: -0.101, -0.436, -0.093, -0.132



(Q)
The following is a quantum chemistry calculation of the molecule C10H19N3O4, from OMol25.

Calculated values
Spin multiplicity: 1
SMILES: CC(C)C[C@H](N)C(=O)N[C@@H](CC(N)=O)C(=O)O
E_HOMO, eV: -9.8
LUMO energy, eV: 0.44

Cartesian coordinates (Å):
C 4.43 0.57 0.22
C 3.11 -0.31 0.30
C 3.47 -1.90 -0.11
C 2.11 0.15 -0.76
C 0.68 0.61 -0.24
N 0.87 1.30 1.00
C -0.19 -0.65 -0.10
O 0.15 -1.75 0.40
N -1.41 -0.74 -0.62
C -2.42 0.27 -1.02
C -3.81 -0.28 -0.97
C -4.24 -0.96 0.27
N -4.38 -0.15 1.40
O -4.63 -2.15 0.18
C -2.20 1.52 -0.26
O -2.63 2.58 -0.65
O -1.64 1.27 0.91
H 4.07 1.73 0.29
H 5.23 0.45 1.07
H 4.84 0.32 -0.82
H 2.66 -0.38 1.34
H 2.66 -2.45 0.39
H 4.42 -2.20 0.09
H 3.39 -1.97 -1.24
H 1.86 -0.51 -1.58
H 2.48 1.13 -1.25
H 0.47 1.39 -0.88
H 1.69 1.85 0.94
H 0.92 0.62 1.75
H -1.79 -1.60 -0.26
H -2.32 0.59 -2.06
H -4.46 0.49 -1.11
H -3.95 -1.02 -1.76
H -3.99 0.75 1.29
H -4.33 -0.53 2.36
H -1.14 1.97 1.50

Löwdin atomic charge list, values in e, 4 entries: -0.105, -0.380, -0.041, -0.156



Most stable to least stable, the ends of the list are (P) and (Q).